{"formula": "C3H5ClS2", "method": "ωB97M-V/def2-TZVPD", "species": ["C", "C", "Cl", "C", "S", "S", "H", "H", "H", "H", "H"], "coordinates": [[1.69684, 0.52630, 1.54874], [0.92095, -0.39169, 0.56937], [1.64275, -0.31809, -1.07903], [-0.54531, -0.07439, 0.18718], [-1.63010, -1.27852, 0.19238], [-1.15666, 1.49149, -0.26357], [1.18660, 0.22998, 2.47285], [2.72652, 0.22760, 1.63801], [1.62102, 1.57519, 1.32618], [0.92100, -1.46760, 0.92026], [-2.22860, 1.07366, -0.70657]], "atomic_forces_ev_per_a": [[-1.7, -1.6, 0.0], [-0.1, 0.2, -0.5], [0.6, -0.3, -0.2], [-0.6, -0.7, 0.9], [0.1, -0.7, 0.1], [4.3, 2.1, 1.3], [0.3, 0.8, 0.4], [0.4, -0.2, -0.2], [-0.2, 0.4, -0.1], [0.1, 1.3, -0.5], [-3.2, -1.4, -1.2]], "nbo_charge": [-0.62, -0.24, -0.04, -0.32, 0.03, 0.14, 0.22, 0.23, 0.23, 0.25, 0.12], "homo_lumo_gap_ev": 8.4, "e_homo_ev": -8.8322, "smiles": "C[C@H](Cl)C(=S)S", "de_lowest_ev": 0.622}



{"formula": "C3H5CoLiO4", "method": "ωB97M-V/def2-TZVPD", "species": ["O", "C", "C", "O", "O", "C", "Co", "H", "H", "H", "H", "Li", "O", "H"], "coordinates": [[-0.66702, 0.37247, -0.29665], [-1.76722, -0.25624, -0.87860], [0.52788, -0.02867, -0.56743], [-2.87389, 0.24480, -0.57916], [-1.62912, -1.17139, -1.68681], [1.62074, 0.40914, 0.25496], [-3.54324, -1.18432, -1.81916], [0.66524, -0.60904, -1.48884], [1.76311, -0.66467, 0.67891], [1.43036, 1.36407, 0.76012], [2.51963, 0.49633, -0.38511], [-3.46494, 1.73224, 0.47943], [2.72565, -0.67969, 2.40232], [2.69282, -0.02503, 3.12600]], "atomic_forces_ev_per_a": [[-2.1, -0.4, 0.5], [3.0, 1.6, 0.5], [2.4, 0.8, -0.6], [-0.9, -0.1, 0.2], [0.0, -0.6, -0.1], [-0.9, -0.1, -2.5], [-1.6, -1.1, -1.0], [0.0, -0.5, 0.5], [0.3, 0.9, 0.7], [0.1, -0.9, 0.9], [-0.1, -0.3, 0.3], [-0.3, 0.7, 0.5], [-0.2, 0.0, 0.0], [0.3, -0.1, 0.2]], "lowdin_spin": [0.01, 0.01, 0.01, 0.07, 0.09, 0.01, 2.82, 0.00, 0.00, 0.00, 0.00, 0.00, 0.96, 0.02], "homo_lumo_gap_ev": [6.8, 4.5], "s2": 6.01, "multiplicity": 5, "e_homo_ev": [-21.1971, -20.3212], "charge": 3}



{"formula": "C3H5CsLiO3", "method": "ωB97M-V/def2-TZVPD", "species": ["C", "C", "H", "H", "H", "H", "H", "O", "C", "O", "O", "Cs", "Li"], "coordinates": [[-0.74302, 0.62509, -0.90400], [-2.00853, -0.09134, -0.67456], [-0.76387, 1.63251, -0.47515], [-0.35537, 0.59042, -1.92664], [-2.68798, 0.50769, -0.05539], [-1.40358, -0.94798, 0.14505], [-2.55304, -0.29134, -1.60572], [2.00729, -0.64763, 1.39107], [1.38293, 0.12126, 0.59149], [1.78952, 1.25206, 0.30397], [0.24278, -0.41894, 0.11532], [1.78798, -3.80673, 1.34660], [3.30488, 1.47493, 1.74796]], "atomic_forces_ev_per_a": [[1.2, -0.8, 1.3], [0.6, -1.5, 2.4], [0.8, -0.4, 0.0], [0.4, -0.2, 0.6], [0.2, -0.2, 0.0], [-3.3, 1.5, -2.8], [0.4, -1.0, 0.4], [0.4, -0.2, 0.3], [0.3, -1.6, 0.9], [0.4, 1.4, -0.1], [-0.2, 3.1, -2.3], [-0.1, 0.6, 0.0], [-1.1, -0.7, -0.9]], "nbo_charge": [-0.02, -0.70, 0.22, 0.21, 0.22, 0.28, 0.23, -0.90, 0.97, -0.84, -0.63, 1.00, 0.97], "homo_lumo_gap_ev": 9.0, "e_homo_ev": -12.3146, "de_lowest_ev": 0.000, "charge": 1}



{"formula": "C3H5CuF6NO4S2", "method": "ωB97M-V/def2-TZVPD", "species": ["Cu", "C", "H", "H", "H", "H", "H", "F", "C", "F", "F", "S", "O", "O", "N", "S", "O", "O", "C", "F", "F", "F"], "coordinates": [[0.83634, 0.09654, -0.22435], [-0.27896, -0.09824, -2.59652], [0.63426, -0.20769, -1.79149], [-0.30424, -1.21004, -2.97632], [0.09580, 0.62112, -3.50039], [-1.72090, 0.32005, -2.66011], [-1.25679, -0.18490, -1.79157], [0.97001, 4.14805, 2.33128], [0.78049, 2.88274, 2.80111], [0.95909, 2.84558, 4.14993], [-0.46133, 2.43422, 2.47118], [1.97756, 1.70043, 2.01075], [1.70487, 1.89307, 0.55156], [3.35789, 1.98027, 2.36422], [1.19076, 0.34124, 2.50480], [1.84855, -1.06571, 2.03606], [0.81888, -1.54425, 1.02769], [3.17568, -1.23869, 1.69192], [1.32422, -2.06191, 3.50944], [2.09859, -1.80731, 4.58005], [0.04461, -1.80159, 3.83377], [1.44412, -3.36996, 3.20560]], "atomic_forces_ev_per_a": [[0.2, 0.4, 0.6], [1.3, -3.0, 1.0], [0.0, 0.1, -1.6], [0.0, 2.2, 0.4], [-1.7, -1.3, 2.8], [-2.4, 0.9, -1.3], [2.7, 0.9, -1.9], [-0.3, -1.8, 0.7], [-0.3, 0.2, 0.5], [-0.5, 0.3, -1.6], [1.2, 1.1, 0.6], [0.5, -0.4, -1.3], [-0.2, -0.6, 0.9], [-2.0, -0.5, 0.3], [2.9, 0.9, -0.2], [-6.8, 0.4, -0.3], [1.7, 0.3, 0.8], [3.2, -0.1, -0.2], [0.0, -0.8, 0.9], [-0.4, 0.0, -0.8], [1.0, -0.2, -0.4], [-0.1, 0.8, 0.1]], "lowdin_spin": [0.06, 0.30, 0.07, 0.00, 0.01, 0.42, 0.10, 0.00, 0.00, 0.00, 0.00, 0.00, 0.01, 0.00, 0.00, 0.00, 0.01, 0.00, 0.00, 0.00, 0.00, 0.00], "homo_lumo_gap_ev": [6.9, 9.9], "s2": 0.76, "multiplicity": 2, "e_homo_ev": [-7.1449, -10.4795], "de_lowest_ev": 1.541}



{"formula": "C3H5DyO3", "method": "ωB97M-V/def2-TZVPD", "species": ["H", "O", "C", "H", "O", "Dy", "O", "C", "C", "H", "H", "H"], "coordinates": [[-2.91557, 1.84472, 1.10367], [-1.33177, 2.20351, -0.07533], [-2.09599, 2.52702, 0.83150], [-1.95407, 3.50543, 1.30662], [-0.50836, 0.45401, -0.14923], [-0.98774, 0.95382, -2.51915], [0.62029, -0.85299, -0.93321], [1.02635, -1.76170, -0.07563], [2.31953, -2.11708, 0.04418], [0.18269, -2.09635, 0.55297], [2.54864, -3.13343, 0.35561], [3.09600, -1.52697, -0.44201]], "atomic_forces_ev_per_a": [[0.1, 0.2, 0.3], [-0.5, 0.5, -0.2], [-0.2, 0.0, -0.1], [-0.1, 0.0, 0.1], [0.5, -0.7, -0.6], [0.1, 0.3, 0.2], [1.3, -1.4, 0.6], [-5.3, 2.6, 0.1], [3.0, -1.1, -1.2], [0.7, -0.6, 0.0], [0.2, 0.0, 0.4], [0.2, 0.1, 0.4]], "lowdin_spin": [0.01, 0.32, 0.05, 0.02, 1.32, 3.89, -0.21, 0.24, 0.32, 0.01, 0.01, 0.02], "homo_lumo_gap_ev": [7.6, 7.0], "s2": 12.91, "multiplicity": 7, "e_homo_ev": [-23.2424, -23.0684], "de_lowest_ev": 7.937, "charge": 3}



{"formula": "C3H5ErO4", "method": "ωB97M-V/def2-TZVPD", "species": ["C", "C", "O", "Er", "H", "H", "H", "H", "H", "O", "C", "O", "O"], "coordinates": [[-1.35547, 1.79461, -1.17556], [-1.76187, 1.04819, 0.06790], [-1.22082, -0.15945, 0.28185], [0.64271, -1.67720, 0.04554], [-1.93141, 2.72576, -1.24705], [-0.28471, 2.03767, -1.14480], [-1.54735, 1.18492, -2.06911], [-2.86687, 0.93807, 0.20320], [-1.54097, 1.63576, 1.03437], [2.54611, -1.16658, 1.08885], [3.02141, -2.39733, 1.00891], [2.14816, -3.24647, 0.50875], [4.15107, -2.71793, 1.39714]], "atomic_forces_ev_per_a": [[0.0, -0.1, -0.1], [-1.8, 2.4, 2.7], [4.9, -5.5, -0.8], [-2.5, 3.0, 1.1], [0.2, -0.2, -0.1], [-0.2, 0.0, 0.0], [0.0, 0.2, 0.1], [0.4, 0.2, -0.8], [0.0, 0.0, -1.5], [1.1, -1.3, -0.2], [-5.4, 1.6, -1.3], [1.6, 0.2, 0.4], [1.7, -0.5, 0.5]], "lowdin_spin": [0.00, 0.00, 0.01, 3.00, 0.00, 0.00, 0.00, 0.00, 0.00, 0.07, 0.05, 0.07, 0.79], "homo_lumo_gap_ev": [6.1, 3.7], "s2": 6.01, "multiplicity": 5, "e_homo_ev": [-12.6004, -12.5549], "de_lowest_ev": 1.936, "charge": 1}



Going through the records in order, we get M values of 140.7 170.9 228.9 360.7 251.6 272.3 g mol⁻¹.